{
  "formula": "C32H58N2O8SbSiSr",
  "method": "ωB97M-V/def2-TZVPD",
  "symbols": ["Sr", "O", "C", "O", "C", "O", "O", "N", "C", "C", "C", "C", "C", "N", "C", "H", "H", "H", "H", "C", "C", "C", "C", "Sb", "C", "C", "C", "C", "C", "C", "C", "C", "H", "H", "H", "H", "H", "H", "H", "H", "H", "H", "H", "H", "H", "H", "H", "H", "H", "H", "H", "H", "H", "H", "H", "H", "H", "H", "H", "C", "C", "C", "C", "O", "Si", "O", "O", "C", "C", "C", "C", "O", "C", "C", "C", "C", "H", "H", "H", "H", "H", "H", "H", "H", "H", "H", "H", "H", "H", "H", "H", "H", "H", "H", "H", "H", "H", "H", "H", "H", "H", "H", "H"],
  "xyz": [[-0.437805, -0.476924, -0.147241], [-3.709877, 0.743188, -2.024775], [-2.816632, 0.613809, -1.206707], [-1.565477, 0.903369, -1.388486], [-3.135406, 0.104921, 0.271194], [-4.272106, -0.241690, 0.553712], [-2.111583, 0.143045, 1.061094], [6.029537, 2.795422, -1.908674], [5.337690, 1.931841, -1.597470], [4.486764, 0.833709, -1.195237], [5.011574, -0.441793, -1.011876], [4.158010, -1.456580, -0.633070], [2.812947, -1.165951, -0.439066], [2.308670, 0.066508, -0.589895], [3.134723, 1.036657, -0.976253], [6.068547, -0.618179, -1.169603], [4.514038, -2.468679, -0.489728], [2.118698, -1.947847, -0.155507], [2.695594, 2.017589, -1.109755], [1.440035, 6.051208, 1.042046], [1.693445, 4.637682, 0.524169], [2.732024, 4.729777, -0.605997], [2.276374, 3.787968, 1.659752], [-0.083247, 3.416633, -0.135430], [-0.537712, 4.219793, -2.141275], [-2.030953, 4.028242, -2.427962], [0.259373, 3.336354, -3.108331], [-0.167632, 5.687714, -2.318480], [-1.702570, 4.270540, 1.116331], [-2.029568, 5.738034, 0.848084], [-1.276109, 4.059325, 2.574061], [-2.951323, 3.418681, 0.868392], [2.403365, 6.528697, 1.290709], [0.832711, 6.061654, 1.948818], [0.949656, 6.675443, 0.289863], [3.747745, 4.765828, -0.183376], [2.597841, 5.638204, -1.193880], [2.704794, 3.892187, -1.308785], [3.190600, 4.259747, 2.056029], [2.539275, 2.781562, 1.319778], [1.571246, 3.673092, 2.489678], [-2.355422, 2.996308, -2.280074], [-2.219111, 4.281222, -3.482746], [-2.651835, 4.690657, -1.821125], [0.001471, 2.285127, -2.974237], [1.341383, 3.460268, -2.980362], [0.017464, 3.613100, -4.146548], [-0.618216, 6.322152, -1.549112], [-0.539485, 6.036211, -3.294249], [0.910197, 5.844738, -2.305126], [-1.195970, 6.406189, 1.050346], [-2.866315, 6.041197, 1.500496], [-2.352297, 5.895179, -0.183135], [-0.442885, 4.701120, 2.869004], [-0.995596, 3.018169, 2.756429], [-2.124185, 4.288170, 3.237710], [-3.310570, 3.470226, -0.161594], [-3.761588, 3.773515, 1.524475], [-2.766715, 2.372323, 1.113980], [1.770441, -4.657744, -2.024267], [0.633318, -5.552894, -1.516130], [1.202613, -6.630516, -0.598323], [-0.088398, -6.182291, -2.701060], [-0.362483, -4.841637, -0.764639], [-0.405724, -3.290920, -0.170127], [-0.246692, -2.202179, -1.287020], [-1.748618, -3.184841, 0.788196], [-3.056342, -3.824583, 0.579155], [-2.954254, -5.338587, 0.771364], [-3.958814, -3.260636, 1.665742], [-3.589438, -3.475476, -0.805867], [0.875792, -3.150845, 0.914683], [0.903485, -2.998107, 2.349930], [2.372471, -2.990058, 2.743890], [0.241871, -1.675067, 2.734303], [0.203347, -4.171103, 3.032785], [2.454047, -5.255309, -2.631062], [2.331241, -4.238016, -1.179860], [1.378492, -3.829802, -2.621708], [1.934444, -7.249125, -1.126068], [0.398286, -7.269786, -0.225855], [1.691615, -6.156684, 0.257807], [0.584439, -6.827535, -3.271814], [-0.468413, -5.395766, -3.357388], [-0.935799, -6.774418, -2.347670], [-2.644620, -5.566977, 1.795832], [-2.239010, -5.784710, 0.082822], [-3.937019, -5.783069, 0.602862], [-3.510659, -3.454321, 2.645837], [-4.934687, -3.755513, 1.626350], [-4.097841, -2.186674, 1.546188], [-2.918591, -3.848052, -1.587987], [-3.692669, -2.393359, -0.910927], [-4.574208, -3.926076, -0.948618], [2.882825, -2.125772, 2.310080], [2.858164, -3.899045, 2.378450], [2.478407, -2.945912, 3.830124], [0.824885, -0.819983, 2.363181], [0.158877, -1.585277, 3.819360], [-0.772977, -1.640719, 2.318394], [0.594703, -5.114472, 2.641735], [-0.869745, -4.137234, 2.845149], [0.375670, -4.135604, 4.111194]],
  "forces_ev_per_a": [[3.357, 2.817, 1.582], [-0.058, -0.068, 0.144], [0.001, 0.440, -0.204], [-1.346, 0.922, -1.150], [-0.294, 0.290, 0.245], [0.120, 0.052, -0.058], [-2.291, 0.332, 1.038], [-0.038, -0.051, 0.007], [-0.166, -0.186, 0.086], [0.328, 0.184, -0.110], [0.160, -0.070, -0.005], [-0.002, -0.027, -0.011], [0.130, 0.285, -0.157], [0.222, -0.273, -0.062], [-0.455, 0.015, 0.132], [-0.042, -0.012, -0.001], [-0.004, 0.045, -0.006], [0.052, 0.022, 0.027], [-0.003, -0.099, 0.031], [0.093, 0.065, -0.022], [-0.117, -0.056, -0.062], [0.045, -0.042, 0.069], [0.075, 0.058, 0.076], [0.098, 0.199, 0.164], [-0.045, -0.142, 0.127], [0.074, 0.012, -0.117], [-0.013, 0.177, -0.097], [-0.098, 0.060, -0.076], [0.085, -0.095, -0.090], [-0.177, -0.067, 0.117], [-0.149, 0.106, -0.025], [-0.027, -0.010, 0.069], [-0.119, -0.059, -0.019], [0.011, 0.004, -0.062], [0.045, -0.028, 0.067], [-0.112, 0.015, -0.053], [-0.004, -0.041, -0.009], [0.029, 0.121, 0.079], [-0.112, -0.056, -0.052], [0.011, 0.037, 0.007], [0.066, 0.012, -0.067], [0.023, 0.043, -0.011], [0.025, -0.005, 0.091], [0.029, -0.047, -0.060], [-0.037, -0.026, -0.010], [-0.088, -0.011, -0.019], [0.043, -0.023, 0.117], [0.037, -0.038, -0.098], [0.051, -0.011, 0.072], [-0.013, 0.014, 0.012], [0.063, 0.035, 0.013], [0.128, -0.038, -0.094], [0.003, 0.009, 0.094], [-0.034, -0.028, -0.013], [-0.024, 0.015, 0.000], [0.098, -0.005, -0.073], [0.031, -0.017, 0.110], [0.086, -0.015, -0.081], [-0.009, 0.075, -0.003], [-0.181, 0.170, 0.199], [-0.139, 0.208, 0.102], [-0.009, 0.032, 0.094], [-0.087, 0.055, -0.028], [0.368, 0.010, 0.004], [0.076, -2.550, -0.324], [0.229, -2.812, -1.490], [-0.142, -0.429, -0.492], [0.079, 0.221, 0.171], [0.235, 0.061, -0.011], [0.026, 0.076, 0.079], [0.216, 0.064, -0.020], [-0.230, 0.357, 0.357], [-0.056, -0.066, -0.146], [0.151, -0.015, -0.111], [-0.191, -0.152, -0.170], [-0.104, -0.016, -0.124], [0.010, 0.021, -0.003], [-0.079, -0.054, -0.098], [0.018, -0.098, 0.075], [-0.037, 0.027, 0.028], [0.044, 0.028, -0.026], [-0.026, -0.051, -0.040], [-0.022, 0.018, 0.009], [0.006, -0.059, 0.026], [0.050, 0.011, -0.019], [-0.005, 0.000, -0.058], [-0.048, 0.023, 0.002], [-0.011, 0.016, 0.031], [-0.048, -0.018, -0.046], [0.062, 0.057, 0.004], [-0.005, 0.002, -0.014], [-0.061, 0.017, 0.075], [-0.028, -0.067, -0.006], [0.021, 0.009, 0.010], [-0.004, -0.046, 0.020], [-0.011, 0.037, 0.051], [0.003, 0.021, -0.043], [0.001, -0.100, 0.116], [0.041, 0.073, -0.040], [0.096, 0.069, 0.254], [-0.002, 0.050, 0.036], [0.053, -0.012, -0.003], [0.000, -0.002, -0.029]],
  "lowdin_charge": [1.509, 0.049, -0.614, -0.363, -0.625, 0.034, -0.314, 0.158, -0.176, -0.199, -0.013, -0.029, -0.110, 0.057, -0.082, 0.122, 0.113, 0.072, 0.075, -0.129, -0.695, -0.132, -0.163, 1.635, -0.697, -0.115, -0.138, -0.117, -0.690, -0.115, -0.136, -0.112, 0.084, 0.055, 0.063, 0.082, 0.063, 0.027, 0.082, 0.050, 0.058, 0.056, 0.088, 0.057, 0.063, 0.056, 0.085, 0.059, 0.083, 0.052, 0.050, 0.085, 0.055, 0.049, 0.074, 0.085, 0.070, 0.092, 0.056, -0.036, -0.637, -0.032, -0.032, -0.120, -0.054, -0.496, -0.128, -0.594, -0.034, -0.024, -0.007, -0.161, -0.626, -0.032, -0.035, -0.017, 0.085, 0.072, 0.087, 0.082, 0.086, 0.078, 0.082, 0.092, 0.084, 0.081, 0.065, 0.084, 0.084, 0.090, 0.064, 0.086, 0.086, 0.091, 0.074, 0.088, 0.087, 0.081, 0.099, 0.062, 0.091, 0.071, 0.087],
  "homo_energy_ev": -5.3,
  "total_charge": -1,
  "gap_ev": 7.04
}